1.
{"formula": "C30H49FeN6O7P2S3", "method": "the ωB97M-V functional and the def2-TZVPD basis", "s_squared": 6.15, "charge": -1, "multiplicity": 5, "gap_ev": [5.41, 3.54], "symbols": ["Fe", "C", "C", "C", "C", "C", "C", "C", "S", "O", "O", "N", "C", "C", "C", "C", "C", "N", "H", "H", "H", "H", "H", "H", "H", "H", "H", "H", "H", "O", "P", "N", "C", "C", "C", "C", "N", "C", "C", "C", "C", "N", "C", "C", "C", "C", "H", "H", "H", "H", "H", "H", "H", "H", "H", "H", "H", "H", "H", "H", "H", "H", "H", "H", "H", "H", "H", "H", "H", "H", "O", "N", "O", "C", "C", "C", "O", "P", "S", "S", "O", "C", "C", "C", "H", "H", "H", "H", "H", "H", "H", "H", "H", "H", "H", "H", "H", "H"], "coordinates": [[0.4772, -0.4474, 0.6116], [-1.5705, -2.1056, 7.7534], [-0.9897, -2.4288, 6.4270], [-0.0093, -3.4243, 6.4241], [0.6346, -3.7414, 5.2678], [0.1510, -3.2731, 4.0436], [-0.9918, -2.5503, 3.9752], [-1.5726, -2.1289, 5.1590], [1.1708, -3.4104, 2.5363], [2.4989, -3.8294, 3.0038], [0.5161, -4.0518, 1.4157], [1.2802, -1.8040, 1.9901], [1.6408, -0.7449, 2.7213], [2.5500, -0.5737, 3.8127], [2.7203, 0.7238, 4.3121], [2.1145, 1.8500, 3.7946], [1.3664, 1.6459, 2.6592], [1.0910, 0.3760, 2.1904], [-2.2716, -2.9332, 8.0438], [-2.0464, -1.1405, 7.8099], [-0.7600, -2.0638, 8.4913], [0.2748, -3.7214, 7.4350], [1.5315, -4.3363, 5.2405], [-1.5367, -2.4202, 3.0403], [-2.4370, -1.4502, 5.0893], [3.2666, -1.3286, 4.1952], [3.4115, 0.9056, 5.0962], [2.3017, 2.8508, 4.0809], [0.9684, 2.4352, 2.1022], [1.8057, -0.2163, -0.7850], [1.7688, -0.2970, -2.3429], [1.7851, 1.3187, -2.8537], [2.1438, 2.4055, -1.9071], [2.7786, 3.5203, -2.7762], [2.4467, 3.1741, -4.2422], [1.5421, 1.9495, -4.1389], [0.5636, -1.0141, -3.2292], [-0.8146, -0.4205, -3.1528], [-1.7762, -1.5991, -3.2686], [-0.9919, -2.7951, -2.7873], [0.4670, -2.5059, -3.0563], [3.1200, -1.1834, -2.7947], [4.3297, -1.3026, -1.9288], [5.4926, -1.6232, -2.9124], [4.7605, -2.3735, -4.0432], [3.3551, -1.6649, -4.1482], [2.8759, 2.0842, -1.1543], [1.2119, 2.7365, -1.4640], [3.8619, 3.6023, -2.5827], [2.3531, 4.4780, -2.5206], [3.4251, 2.7947, -4.6649], [1.9418, 3.9585, -4.8196], [1.6556, 1.1837, -4.9578], [0.5191, 2.2683, -4.1520], [-0.9758, 0.2948, -3.9658], [-0.9840, 0.1100, -2.1964], [-2.0429, -1.6159, -4.3552], [-2.7377, -1.4534, -2.7634], [-1.2831, -3.7943, -3.3028], [-1.0443, -2.8553, -1.6866], [0.7038, -2.8961, -4.1187], [1.1724, -2.8584, -2.2159], [4.2176, -2.2116, -1.2948], [4.4295, -0.4055, -1.3338], [6.3080, -2.2118, -2.4597], [5.9698, -0.6871, -3.2258], [4.5912, -3.4416, -3.8789], [5.2654, -2.3672, -4.9890], [2.4453, -2.1694, -4.4752], [3.4727, -0.8161, -4.7946], [2.6353, -6.1633, -0.2143], [1.6310, -6.1443, -0.9043], [1.1101, -6.9063, -1.6417], [-5.1662, 4.5941, -1.5741], [-4.4842, 3.4507, -2.3598], [-3.8076, 3.9240, -3.6203], [-3.3707, 2.9825, -1.4858], [-3.7135, 1.9426, -0.3001], [-5.3424, 0.9656, -0.3430], [-1.5988, -0.7457, 0.1689], [-3.5874, 3.0380, 0.9017], [-3.6325, 2.7752, 2.3484], [-5.0588, 2.8433, 2.9450], [-2.6969, 1.6985, 2.7798], [-5.7613, 5.1735, -2.2744], [-4.5235, 5.2409, -0.9858], [-5.9043, 4.1314, -0.9096], [-5.2255, 2.5969, -2.5015], [-2.9306, 4.4553, -3.3108], [-4.4836, 4.5213, -4.2066], [-3.4647, 3.1251, -4.2256], [-3.2039, 3.7112, 2.7388], [-5.7687, 2.1626, 2.4248], [-5.3711, 3.8584, 3.0174], [-4.8768, 2.5395, 4.0117], [-2.9444, 0.7955, 2.2878], [-2.7118, 1.6228, 3.8542], [-1.6567, 1.8317, 2.3967]], "forces_ev_per_a": [[-1.8338, -1.0313, -0.5271], [-0.2145, -0.3538, 0.6951], [-1.0875, -1.3385, -2.0357], [-0.1299, 1.4945, 1.1647], [0.7192, -0.4422, -1.3140], [1.5648, -0.8072, -0.4667], [-1.7281, 0.1354, -0.0865], [0.0277, 1.0931, 1.4333], [1.5419, 2.6267, -0.8445], [-1.4401, -0.2475, -0.3457], [0.3005, -0.3800, 1.2552], [-0.3873, -2.3329, 0.7692], [1.0250, 0.4470, 1.4773], [0.5534, 0.7154, 0.4690], [0.0578, -1.0998, -0.0993], [-0.7410, -0.5917, -1.5217], [-0.1344, -3.0789, 0.2329], [1.2297, 2.6203, 0.8298], [0.4294, 0.9164, -0.0706], [-0.5073, 0.2279, -0.1548], [-0.1929, -0.1749, -0.0103], [0.4885, -0.4465, -0.4930], [0.1573, -0.1845, 0.1173], [0.4854, 0.5349, -0.0775], [0.3284, -0.4490, 0.1661], [-1.0854, 0.1475, -0.4496], [0.6464, -0.2543, 0.7490], [0.2732, 0.6712, 0.6362], [-0.7010, 1.0095, -0.8547], [0.8106, 0.0619, -3.5692], [0.7264, 1.0071, 1.5842], [0.9749, -0.5247, 0.8758], [0.3727, -0.2575, -0.4383], [-0.2130, 0.0507, 0.1766], [1.5300, -1.4568, 0.0802], [-0.2713, -1.6033, -0.7783], [0.0815, 0.1836, 1.2344], [-0.1382, 0.8092, 0.6320], [-0.4317, 0.4987, -1.5261], [-0.1828, -1.8551, 0.3410], [1.0246, -0.0790, -1.5990], [-0.1860, 0.4341, 0.9493], [-0.3233, -1.3853, -0.4701], [-0.5140, 0.1682, 0.2902], [-1.4281, -0.0849, -0.1750], [0.8421, 0.3634, 0.5457], [-0.6241, -0.1165, -0.0504], [-0.0052, 0.2599, 0.5093], [-0.4234, -0.1452, -0.2641], [-0.1526, 0.3578, 0.2498], [-1.0986, 0.8715, -0.2434], [0.5916, -0.1319, 0.0744], [-0.0062, 0.8799, 0.6252], [-0.8897, 0.2935, -0.2043], [0.2125, -0.1201, -0.0253], [0.2238, -0.3178, -0.3043], [0.2328, -0.6605, 0.5728], [0.4704, 0.1084, 0.3161], [0.3087, 1.6148, 1.0920], [-0.6374, -0.1928, -0.4100], [0.1546, -0.0309, 1.8510], [-1.0339, 0.2520, -1.5905], [-0.0843, 0.8259, 0.0681], [0.2947, 0.0049, 0.2412], [-0.5358, 0.0629, -0.0051], [-0.2603, -0.1427, -0.4207], [0.1696, 0.0979, 0.6849], [0.3839, 0.3817, -0.5684], [0.6931, -0.6773, -0.2500], [0.1068, 0.6288, -0.7020], [-1.9379, -0.1974, -1.4676], [1.7848, 0.3955, 1.4126], [0.1541, -0.1384, 0.0809], [-1.0403, -0.9759, -0.5134], [0.2582, -0.1000, 1.4152], [-0.4366, -0.1152, 0.5918], [-1.3917, -0.0536, -1.3306], [2.7183, -0.6190, 1.0416], [-1.7754, -0.4332, -0.2507], [-0.6852, 0.5224, -0.0462], [-0.4134, 0.1235, 1.0463], [0.0396, 2.3772, -0.6271], [1.1389, -2.1301, 0.4787], [0.8119, -0.0459, -0.8108], [-0.0319, 0.3723, -0.1513], [0.3666, -0.1306, -0.1998], [0.2617, 0.1149, 0.2064], [1.0170, 1.0582, 0.0598], [0.4119, 0.7472, -0.0035], [-0.1718, 0.4630, -0.2541], [0.2495, -1.0313, -0.5683], [0.1541, -0.0544, -0.2014], [0.3712, 0.5781, 0.5242], [-0.5482, 0.7365, -0.4657], [-0.5891, -0.0684, -0.7855], [-0.5199, -1.4461, -0.0903], [0.1002, -0.2282, 0.4144], [-0.7069, 0.4175, 0.4517]]}



2.
{"formula": "C30H49N7O3S3", "method": "the ωB97M-V functional and the def2-TZVPD basis", "multiplicity": 1, "gap_ev": 7.66, "relative_energy_kj_mol": 35.6, "symbols": ["C", "S", "O", "C", "H", "H", "H", "H", "H", "H", "C", "S", "O", "C", "H", "H", "H", "H", "H", "H", "C", "S", "O", "C", "H", "H", "H", "H", "H", "H", "C", "C", "N", "H", "H", "H", "C", "C", "N", "H", "H", "H", "N", "C", "C", "C", "C", "H", "H", "H", "H", "H", "N", "C", "C", "C", "C", "H", "H", "H", "H", "H", "N", "C", "C", "C", "C", "H", "H", "H", "H", "H", "N", "C", "C", "C", "C", "H", "H", "H", "H", "H", "N", "C", "C", "C", "C", "H", "H", "H", "H", "H"], "coordinates": [[-4.3587, -1.0061, -2.3272], [-4.9836, -1.0723, -4.0782], [-5.6309, -2.4457, -4.2423], [-6.3222, 0.2337, -4.0305], [-3.5286, -1.7069, -2.2374], [-5.1566, -0.9680, -1.5856], [-3.9440, 0.0003, -2.2704], [-7.0830, -0.0439, -3.3010], [-6.7014, 0.3078, -5.0498], [-5.8406, 1.1538, -3.6995], [-1.1600, 0.2450, -0.9120], [0.0412, 1.1319, 0.1962], [0.3669, 0.2619, 1.4005], [1.4864, 1.1164, -0.9150], [-1.4241, 0.9315, -1.7165], [-2.1004, 0.0934, -0.3822], [-0.8631, -0.7169, -1.3300], [2.4309, 1.1284, -0.3709], [1.3269, 1.8482, -1.7069], [1.5370, 0.1711, -1.4554], [7.2448, 2.7229, 1.1973], [5.8847, 1.4279, 1.1233], [4.5628, 2.1601, 1.4176], [5.9950, 1.0675, -0.7203], [8.1696, 2.4329, 0.6985], [7.2697, 3.0701, 2.2302], [6.9468, 3.6335, 0.6775], [6.9628, 0.6656, -1.0202], [5.8969, 2.0270, -1.2282], [5.2730, 0.2722, -0.9054], [1.3343, -0.2157, -5.5602], [0.0673, -0.2179, -4.7213], [-0.8898, -0.2520, -4.0913], [2.0963, 0.2756, -4.9552], [1.1676, 0.3604, -6.4704], [1.6359, -1.2283, -5.8283], [3.1358, 0.1442, 3.2847], [4.2982, -0.7054, 3.0018], [5.2557, -1.3344, 2.8327], [2.6578, 0.3280, 2.3225], [3.5175, 1.0400, 3.7747], [2.2662, -0.2602, 3.8027], [3.5807, 4.3176, -0.2184], [2.8166, 5.2224, 0.4384], [2.6753, 6.3741, -0.3498], [3.4083, 6.0941, -1.5039], [4.0402, 4.8399, -1.3610], [3.9516, 3.4749, 0.1968], [2.4697, 4.9239, 1.4166], [2.0579, 7.1958, -0.0179], [3.5978, 6.8752, -2.2252], [4.7583, 4.2670, -1.9288], [-7.5774, 1.1572, 0.2413], [-6.6449, 0.7309, 1.1418], [-5.3677, 0.9623, 0.6714], [-5.5844, 1.7750, -0.4637], [-6.8802, 1.8504, -0.6994], [-8.5684, 1.1893, 0.4334], [-6.9288, 0.1479, 2.0054], [-4.4233, 0.6460, 1.0888], [-4.8512, 2.3253, -1.0346], [-7.4187, 2.3317, -1.5023], [-1.2407, -2.2056, 0.9045], [-1.3878, -3.5687, 0.7400], [-2.5048, -3.8563, 1.5203], [-2.9542, -2.7445, 2.2592], [-2.0247, -1.7730, 1.8871], [-0.4615, -1.6787, 0.5364], [-0.7797, -4.1581, 0.0697], [-2.9902, -4.8161, 1.4228], [-3.7685, -2.6634, 2.9640], [-1.9654, -0.7691, 2.2808], [-0.6059, -2.3186, 4.5689], [-0.1743, -1.0256, 4.4909], [0.6476, -0.7757, 5.5957], [0.6660, -1.9158, 6.3938], [-0.0608, -2.8809, 5.7201], [-1.1523, -2.7427, 3.8330], [-0.5106, -0.3759, 3.6965], [1.2776, 0.0899, 5.7382], [1.1829, -2.0743, 7.3287], [-0.2888, -3.8934, 6.0189], [1.0443, -5.0164, -1.2774], [1.8511, -4.0957, -0.6278], [1.5736, -2.8273, -1.1658], [0.7218, -2.9875, -2.2032], [0.2871, -4.3377, -2.1898], [1.0325, -6.0170, -1.1401], [2.6134, -4.4034, 0.0727], [2.1803, -1.9602, -0.9503], [0.3384, -2.2265, -2.8667], [-0.4985, -4.7602, -2.7987]], "forces_ev_per_a": [[-0.4146, 1.5118, -1.1275], [-0.7136, -1.4806, 0.5423], [0.4884, 1.7665, 0.1200], [0.8887, -0.8290, 0.5748], [-0.4973, -0.2539, 0.1548], [0.0289, -0.8521, -0.0393], [0.3388, 0.1363, -0.0372], [-0.0563, -0.1133, -0.1826], [-0.0058, -0.0169, 0.1783], [-0.0086, 0.0730, -0.1800], [-0.0791, 0.5710, 0.1676], [-0.1329, -0.6619, 0.3068], [-0.2017, 0.3585, -1.2591], [-0.3703, -1.2055, -0.6321], [0.3829, 0.0629, -0.1399], [0.2040, 0.0489, 0.4547], [0.4286, 0.1885, 0.0826], [-0.2451, 0.8531, 0.2572], [0.3223, 0.4853, 0.4219], [-0.3384, -0.3319, 0.0914], [-1.3333, 0.4156, -0.4726], [0.2768, 0.9969, -0.3647], [1.6644, -0.7881, -0.9469], [0.2233, 0.4202, 1.0737], [0.0431, -0.5073, 0.6553], [0.5680, -0.6123, 0.0982], [-0.5494, -0.1147, -0.3825], [0.2083, -0.0132, 0.5489], [-0.6196, -0.2359, -0.2186], [-0.3150, 0.5007, -0.2055], [-1.2443, 0.2922, 0.9211], [1.3774, -0.2763, -1.2140], [-0.0941, 0.0909, 0.0913], [0.1236, -0.1215, -0.1740], [-0.0485, -0.0183, 0.1140], [-0.1190, 0.0619, 0.2070], [-0.1079, -0.0246, -0.8252], [0.2783, -0.8865, 0.6846], [-0.9455, 0.5668, -0.0475], [0.2830, 0.7231, -0.1193], [-0.3367, 0.1270, -0.2570], [0.7314, -0.6799, 0.5412], [0.2460, 0.1272, 0.7275], [-0.5065, 0.1730, 0.2483], [-0.2817, -2.1190, 1.6843], [1.4368, 0.2704, -0.6797], [-0.7417, 1.3270, -1.0171], [-0.1077, -0.2346, 0.3993], [-0.2602, 0.3616, -0.0401], [0.2366, 0.1837, -0.4835], [0.0832, -0.4329, -0.4374], [-0.1502, 0.3495, -0.3465], [0.5242, 0.2462, 0.9762], [0.6186, -1.8765, 0.7801], [-1.0424, 0.5536, 0.5527], [2.6617, 0.2617, -0.4876], [-2.9752, 0.8107, -1.6284], [0.3034, 0.0290, -0.2675], [-0.1057, 0.0472, -0.0516], [-0.2106, 0.0924, 0.1725], [0.1322, -0.2823, -0.1078], [0.1317, 0.1267, 0.0549], [2.0223, -1.0569, -0.1921], [-1.7644, 1.0964, 0.6019], [0.0337, -2.0939, -0.8941], [1.7090, 0.3630, -0.8224], [-2.2907, 1.4162, 1.0464], [0.0628, -0.0428, 0.4329], [-0.2633, 0.2171, 0.0823], [-0.0277, -0.1132, 0.4211], [0.1676, -0.0081, -0.1071], [0.1178, 0.0330, -0.3727], [0.9761, 0.2651, 1.1910], [0.5394, 0.2314, 0.7204], [-0.4418, 0.8300, -1.1688], [-0.1567, -1.4076, -0.3804], [-0.6842, 0.0592, -0.1631], [-0.0910, -0.2377, 0.2657], [0.3761, -0.0927, 0.0268], [-0.4362, 0.2256, 0.1311], [0.0106, 0.0476, -0.1223], [-0.0013, 0.0683, -0.1659], [0.0950, 1.2093, 0.1480], [-0.2892, 0.1933, -0.3241], [2.9751, -1.0818, 1.7451], [-2.9237, -1.7508, -1.2995], [0.5297, 1.4219, -0.9669], [-0.0184, 0.3140, 0.1350], [-0.2423, 0.0319, 0.0566], [-0.1763, 0.0359, 0.2497], [-0.1313, -0.0874, 0.0834], [0.2478, -0.3283, 0.1318]]}



Maximum force? In order: 3.66, 3.65 eV/A.
Calculated total energy? In order: -5168.6673, -2975.8710 Ha.